A 2-piece molecular cluster, C5H10O2 overall, computed with wB97M-V/def2-TZVPD.

XYZ file:
```
17
Properties=species:S:1:pos:R:3
C -2.5580 -0.4250 1.9880
C -1.1508 -0.2317 1.3482
C -0.7970 -0.1048 0.0531
C 0.3768 -0.8152 -0.4714
C 0.7586 -0.8440 -1.7540
O 1.9385 -1.2004 -2.2528
H -2.3492 -1.3862 2.4080
H -2.6116 0.2555 2.7775
H -3.3816 -0.2397 1.2021
H -0.2937 -0.1326 1.9931
H -1.4180 0.4231 -0.7810
H 0.8443 -1.3164 0.3473
H -0.0083 -0.5305 -2.5608
H 2.5252 -1.3186 -1.4632
O 3.0683 2.4519 -1.0641
H 2.4119 2.9853 -1.5833
H 2.6446 2.4292 -0.1867
```

* orbital gap: 8.33 eV
* SMILES: C/C=C/C=C/O.O
* energy: -9439.17483 eV
* energy above the lowest of the compared OMol25 structures with the same formula, charge and spin: 89.2 kcal/mol
* LUMO level: 0.796 eV
* E_HOMO: -7.537 eV


C30H22BBrEuF2N9P as an isolated structure, computed with wB97M-V/def2-TZVPD.

XYZ file:
```
67
Properties=species:S:1:pos:R:3
Eu 1.7998 -0.4062 -2.1047
Br 2.6189 2.3655 -1.0156
C 1.1050 3.3109 -1.7619
C 1.1408 4.6700 -1.6351
C 0.1030 5.4922 -2.1646
C -1.0060 4.8668 -2.6357
C -1.1122 3.4679 -2.7184
C -2.2600 2.8572 -3.2362
C -2.3455 1.5386 -3.3779
C -1.2685 0.6852 -2.9584
C -0.0623 1.1719 -2.4419
C -0.0238 2.5957 -2.2406
H 2.0022 5.1151 -1.2079
H 0.2337 6.5526 -2.0956
H -1.8732 5.3789 -2.9946
H -3.0515 3.5303 -3.5632
H -3.2602 1.0661 -3.7040
H -1.3764 -0.4249 -3.0603
N 1.9512 -3.8624 -0.4748
C 1.0642 -3.6597 -1.5028
N 0.3319 -4.6223 -2.0652
N -0.4257 -4.0227 -2.9820
N -0.2346 -2.7625 -2.9659
N 0.7665 -2.4610 -2.0555
C 2.8998 -2.9786 -0.0541
N 3.9072 -3.2793 0.7249
N 4.5953 -2.1480 0.9228
N 4.0568 -1.1744 0.2712
N 2.9387 -1.6611 -0.3673
H 2.0426 -4.8213 -0.1130
C -2.8766 3.0085 1.7142
C -1.5440 3.2844 1.3653
C -0.6201 2.2648 1.1566
C -1.0500 0.9103 1.1726
C -2.4118 0.6367 1.4241
C -3.2559 1.6807 1.6508
P 0.2671 -0.3443 0.9411
C 0.8434 -0.3827 2.7239
C 2.1930 -0.3902 2.9747
C 2.6915 -0.3663 4.2544
C 1.8166 -0.3437 5.3569
C 0.4458 -0.4322 5.1248
C -0.0143 -0.4580 3.8307
C -0.7950 -1.8294 0.7203
C -0.8328 -2.8304 1.6233
C -1.6656 -3.9208 1.4066
C -2.4698 -4.0342 0.2734
C -2.4109 -3.0205 -0.6569
C -1.5931 -1.9208 -0.4062
H -3.5400 3.7639 1.9813
H -1.2903 4.2921 1.3027
H 0.3952 2.4562 1.0599
H -2.7606 -0.4012 1.4645
H -4.2744 1.4574 1.9367
H 2.8610 -0.4254 2.1090
H 3.7493 -0.3328 4.4318
H 2.2349 -0.2636 6.3599
H -0.2349 -0.3955 5.9255
H -1.0516 -0.3906 3.6010
H -0.3593 -2.7744 2.5776
H -1.6625 -4.7563 2.1544
H -3.0499 -4.9353 0.1434
H -2.9207 -3.1095 -1.5789
H -1.6230 -1.1022 -1.0374
F 3.6730 -1.3380 -5.0763
B 3.5364 -0.3689 -4.1578
F 4.3424 0.7316 -4.2699
```

* expectation value of S²: 12.020
* orbital gap (alpha / beta): 5.18 / 4.61 eV
* multiplicity: 7
* energy: -149646.54895 eV
* energy above the lowest of the compared OMol25 structures with the same formula, charge and spin: 114.3 kcal/mol
* LUMO level (alpha / beta): 2.384 / -0.801 eV
* E_HOMO (alpha / beta): -2.800 / -5.408 eV
* total charge: -1


A 12-piece molecular cluster, C34H92O12 overall, computed with wB97M-V/def2-TZVPD.

XYZ file:
```
138
Properties=species:S:1:pos:R:3
C 6.5996 10.1142 9.5720
C 5.7257 9.7287 10.6801
C 6.0829 10.4538 12.0152
O 4.3455 9.9936 10.3912
H 6.2281 9.6999 8.6347
H 7.5780 9.6686 9.7520
H 6.6143 11.2018 9.5024
H 5.7706 8.6642 10.9103
H 5.2628 10.4011 12.7313
H 6.3067 11.4862 11.7463
H 6.9824 10.0767 12.5017
H 3.8045 9.5254 11.0313
C 6.6391 8.2659 16.5453
C 6.9929 9.6166 17.1315
C 7.1079 10.6025 15.9411
O 5.8632 10.0577 17.8076
H 5.8598 8.3396 15.7868
H 6.2912 7.6769 17.3939
H 7.5269 7.7995 16.1183
H 7.9201 9.6061 17.7045
H 7.8767 10.4046 15.1941
H 7.3910 11.6027 16.2691
H 6.1755 10.7681 15.4014
H 5.7230 9.3472 18.4377
C 9.8210 7.2948 11.9503
C 10.3768 8.7459 12.0750
C 11.6833 8.8135 12.8239
O 10.4191 9.1977 10.7355
H 9.5863 6.9963 12.9721
H 10.6385 6.6012 11.7536
H 9.0259 7.2768 11.2049
H 9.6840 9.3712 12.6381
H 11.9392 9.8729 12.8398
H 12.4280 8.2709 12.2416
H 11.5896 8.3646 13.8128
H 9.5316 9.1912 10.3697
C 1.1238 9.4119 12.0874
C 2.0546 8.2148 11.8056
C 2.1225 7.7207 10.3748
O 3.3449 8.4168 12.2886
H 0.0999 9.1369 11.8341
H 1.3405 10.3072 11.5047
H 1.2022 9.5948 13.1591
H 1.5931 7.3793 12.3319
H 2.4279 8.5921 9.7956
H 1.1765 7.6168 9.8433
H 2.8658 6.9587 10.1407
H 3.7019 7.5448 12.4720
C 7.7884 13.7347 14.2912
C 8.6089 14.8825 13.7255
C 8.2788 16.1551 14.4777
O 9.9524 14.6269 14.1020
H 7.8876 12.7810 13.7727
H 6.7345 14.0058 14.3531
H 8.1004 13.6546 15.3325
H 8.5213 15.1449 12.6712
H 8.5860 16.0508 15.5183
H 7.2302 16.4476 14.4218
H 8.7990 17.0599 14.1633
H 10.5094 14.7532 13.3304
C 6.1745 5.6364 11.1368
C 5.3415 4.7996 12.0834
C 5.9776 4.0781 13.2623
O 4.3569 5.6601 12.5676
H 5.6074 6.0432 10.2996
H 7.0398 5.0627 10.8045
H 6.6924 6.4075 11.7071
H 4.7654 4.1041 11.4731
H 5.3690 3.2392 13.5998
H 6.1237 4.8017 14.0643
H 6.9866 3.7224 13.0538
H 4.1412 5.4311 13.4746
C 3.6098 11.3527 15.6706
C 3.2095 12.0968 17.0120
C 2.5782 11.2378 18.1323
O 4.4318 12.3945 17.5741
H 4.3707 11.7652 15.0079
H 2.7175 11.1765 15.0699
H 3.8741 10.3142 15.8703
H 2.6832 13.0069 16.7239
H 3.0907 10.3840 18.5755
H 1.8326 10.5889 17.6730
H 2.0726 11.8473 18.8813
H 4.9203 11.5828 17.4188
C 8.2013 9.6077 5.7507
C 9.6334 9.3174 5.5773
C 10.0869 7.9518 6.2745
O 9.7826 9.1870 4.2127
H 7.5819 8.7487 5.4928
H 7.9246 10.5369 5.2524
H 7.9924 9.8193 6.7993
H 10.1186 10.1620 6.0664
H 9.4892 7.6783 7.1439
H 11.1427 8.1166 6.4898
H 9.8272 7.1488 5.5847
H 10.7292 9.1873 4.0526
C 9.4563 12.4444 8.4723
C 8.5956 13.6618 8.5462
C 7.3357 13.5559 7.7527
O 8.1973 13.8561 9.8912
H 10.3266 12.5940 9.1112
H 9.7531 12.3765 7.4257
H 9.0904 11.5122 8.9027
H 8.9983 14.6037 8.1738
H 6.6940 14.3966 8.0161
H 6.8389 12.6224 8.0173
H 7.5301 13.5575 6.6802
H 7.8408 14.7473 9.8768
C 5.1811 5.5696 5.3049
C 5.1036 6.7244 6.3634
C 3.8421 6.6300 7.1549
O 6.1525 6.7020 7.3404
H 4.9010 4.5547 5.5869
H 6.1570 5.4457 4.8354
H 4.5901 5.7935 4.4168
H 5.1432 7.6842 5.8484
H 3.5646 7.4457 7.8225
H 3.6303 5.7526 7.7661
H 3.1280 6.7294 6.3375
H 5.9511 7.3005 8.0635
C 3.8428 13.7367 12.5451
C 5.1485 14.4424 12.2160
O 5.2007 14.8658 10.8460
H 3.0181 14.1981 12.0019
H 3.6695 13.8392 13.6164
H 3.8600 12.6856 12.2570
H 5.9844 13.7685 12.4040
H 5.3103 15.3829 12.7427
H 6.0826 14.7285 10.4923
C 1.9307 13.0331 8.7176
C 3.0872 12.4763 7.9656
O 3.0184 11.0525 8.1002
H 1.9263 14.1162 8.5953
H 2.1455 12.7427 9.7460
H 1.0007 12.5879 8.3643
H 3.9822 12.7557 8.5216
H 3.0913 12.8331 6.9357
H 3.5799 10.6992 8.7941
```

* orbital gap: 9.45 eV
* SMILES: CC(C)O.CC(C)O.CC(C)O.CC(C)O.CC(C)O.CC(C)O.CC(C)O.CC(C)O.CC(C)O.CC(C)O.CCO.CCO
* energy: -61315.32901 eV
* energy above the lowest of the compared OMol25 structures with the same formula, charge and spin: 132.0 kcal/mol
* LUMO level: 0.253 eV
* E_HOMO: -9.196 eV


C11H32ClO11S3Ti as an isolated structure, computed with wB97M-V/def2-TZVPD.

XYZ file:
```
59
Properties=species:S:1:pos:R:3
Ti -0.2520 0.8175 -1.1718
Cl -1.7239 2.2808 -0.5058
O 2.1813 -0.6623 1.6292
S 0.8465 -0.4683 1.1207
O 0.7067 -0.3627 -0.3356
O -0.0942 -1.7439 1.6261
C 0.3560 -2.5797 2.6736
C -0.6712 -3.7297 2.8454
C -0.0065 0.8900 2.0103
H 0.5922 -2.0029 3.5678
H 1.3149 -3.0071 2.3804
H -0.7468 -4.0457 1.8050
H -1.5349 -3.1611 3.1902
H -0.3899 -4.5341 3.5251
H 0.2547 0.8912 3.0686
H -1.0628 0.6227 2.0399
H 0.0336 1.8412 1.4795
O 2.2226 3.3260 -1.4008
S 1.9088 2.5930 -0.1721
O 0.8276 1.5661 -0.1879
O 3.3615 1.9221 0.3770
C 3.3141 0.5991 0.9365
C 4.7461 0.1328 1.2087
C 1.6458 3.8031 1.1838
H 2.8343 -0.0468 0.2012
H 2.7645 0.4330 1.8630
H 5.3126 0.1250 0.2775
H 4.7358 -0.8260 1.7271
H 5.2394 0.8065 1.9093
H 0.6071 4.1200 1.0898
H 2.3737 4.5975 1.0184
H 1.8553 3.2900 2.1224
O -2.6190 -2.3688 -2.8601
S -1.9857 -1.7227 -1.7431
O -1.5547 -0.3209 -1.7592
O -2.9508 -1.9123 -0.4098
C -2.7011 -1.1718 0.7578
C -3.6794 -1.6814 1.8498
C -0.5899 -2.8451 -1.2715
H -2.8822 -0.1272 0.5046
H -1.6717 -1.2206 1.1128
H -4.2038 -0.9984 2.5180
H -3.0688 -2.3594 2.4460
H -4.4922 -2.2619 1.4133
H 0.0636 -2.2554 -0.6286
H -0.1772 -3.1853 -2.2213
H -1.1032 -3.6592 -0.7598
C -2.0680 2.4038 -3.7252
O -2.3182 1.4744 -2.7082
H -2.7965 3.1997 -3.5704
H -1.0340 2.7487 -3.7213
H -2.2449 1.8714 -4.6597
H -2.0811 1.8787 -1.8704
C 0.3469 0.9397 -3.8468
O 0.3862 1.6948 -2.6147
H -0.4454 0.1956 -3.7651
H 0.0920 1.4903 -4.7523
H 1.2167 0.3048 -4.0156
H 1.0092 2.4009 -2.8014
```

* expectation value of S²: 3.757
* orbital gap (alpha / beta): 3.46 / 8.55 eV
* multiplicity: 4
* energy: -102572.21097 eV
* energy above the lowest of the compared OMol25 structures with the same formula, charge and spin: 398.0 kcal/mol
* LUMO level (alpha / beta): 0.330 / 0.143 eV
* E_HOMO (alpha / beta): -3.129 / -8.408 eV


A 2-piece molecular cluster, C4H8N2O overall, computed with wB97M-V/def2-TZVPD.

XYZ file:
```
15
Properties=species:S:1:pos:R:3
C -0.2088 -0.9431 1.5084
C -0.1115 0.3521 0.7375
O 0.6824 1.2198 1.0372
C 1.9879 0.3841 -1.4405
N 2.9973 0.8912 -1.1313
C -1.1310 0.5805 -0.3550
N -1.7041 -0.6167 -0.9588
H 0.5572 -1.6253 1.1205
H -1.1886 -1.4166 1.3972
H 0.0076 -0.7481 2.5608
H -1.9087 1.0947 0.2321
H 3.7943 1.3606 -0.7529
H -0.7233 1.3051 -1.0682
H -1.9873 -0.4395 -1.9164
H -1.0637 -1.3987 -0.9704
```

* orbital gap: 10.38 eV
* energy: -9303.72150 eV
* energy above the lowest of the compared OMol25 structures with the same formula, charge and spin: 61.6 kcal/mol
* LUMO level: 1.148 eV
* E_HOMO: -9.230 eV


C18H20F6N4O4PtS2 as an isolated structure, computed with wB97M-V/def2-TZVPD.

XYZ file:
```
55
Properties=species:S:1:pos:R:3
Pt -0.9415 -0.1756 -0.2317
C -2.0026 2.6400 -1.3105
N -0.6801 2.2261 -0.8399
C -0.2492 2.9799 0.3307
C 0.2735 2.2553 -1.9172
C 0.7106 3.4271 -2.5108
C 1.5750 3.3967 -3.5964
C 1.9901 2.1758 -4.1053
C 1.5791 1.0003 -3.5168
C 0.7534 1.0095 -2.3796
N 0.3660 -0.1264 -1.7215
C 1.1303 -1.2762 -1.7339
C 2.5261 -1.2444 -1.8463
C 3.2676 -2.4062 -1.8086
C 2.6323 -3.6296 -1.6725
C 1.2535 -3.6845 -1.5230
C 0.4917 -2.5285 -1.5290
N -0.9183 -2.5229 -1.3284
C -1.6640 -2.3638 -2.5733
C -1.4279 -3.6339 -0.5428
H -1.9954 3.6716 -1.6867
H -2.3185 1.9646 -2.1076
H -2.6987 2.5666 -0.4780
H -0.1756 4.0567 0.1331
H -0.9728 2.8156 1.1258
H 0.7182 2.6066 0.6642
H 0.3717 4.3828 -2.1415
H 1.8955 4.3173 -4.0590
H 2.6261 2.1424 -4.9762
H 1.8840 0.0552 -3.9329
H 3.0116 -0.2823 -1.8983
H 4.3422 -2.3477 -1.8836
H 3.2096 -4.5414 -1.6599
H 0.7826 -4.6484 -1.4132
H -1.5762 -3.2643 -3.1971
H -2.7153 -2.1949 -2.3507
H -1.2866 -1.5086 -3.1323
H -1.4983 -4.5635 -1.1242
H -0.7808 -3.7813 0.3184
H -2.4242 -3.3839 -0.1834
F -0.1589 -2.4633 4.2407
C -1.2261 -1.8125 3.7649
F -2.0276 -2.7269 3.2064
F -1.8577 -1.2696 4.7954
S -0.7523 -0.5607 2.4322
O 0.4008 -1.1518 1.8189
O -0.6287 0.7180 3.0447
N -2.0415 -0.6730 1.5026
S -3.2173 0.3370 1.8670
O -3.8015 0.0702 3.1306
O -2.9724 1.6866 1.4777
C -4.3983 -0.3143 0.5522
F -3.8370 -0.1033 -0.6524
F -5.5887 0.2836 0.5457
F -4.5991 -1.6266 0.6704
```

* orbital gap: 5.80 eV
* energy: -74360.36392 eV
* LUMO level: -1.587 eV
* E_HOMO: -7.384 eV


The lowest energy belongs to which entry?
C30H22BBrEuF2N9P